{"formula": "C26H71N5O7", "method": "ωB97M-V/def2-TZVPD", "orbital_gap_ev": 9.325, "molar_mass_g_mol": 565.88, "homo_ev": -8.88, "relative_energy_kj_mol": 458.35, "total_charge": 0, "species": ["C", "O", "C", "C", "C", "N", "H", "H", "H", "H", "H", "H", "H", "H", "H", "H", "H", "C", "O", "C", "C", "C", "N", "H", "H", "H", "H", "H", "H", "H", "H", "H", "H", "H", "C", "O", "C", "C", "C", "N", "H", "H", "H", "H", "H", "H", "H", "H", "H", "H", "H", "C", "O", "C", "C", "C", "N", "H", "H", "H", "H", "H", "H", "H", "H", "H", "H", "H", "C", "O", "C", "C", "C", "N", "H", "H", "H", "H", "H", "H", "H", "H", "H", "H", "H", "C", "C", "C", "O", "H", "H", "H", "H", "H", "H", "H", "H", "C", "C", "C", "O", "H", "H", "H", "H", "H", "H", "H", "H"], "coordinates": [[-4.14021, -1.16360, -10.05302], [-3.98466, -2.39333, -10.67744], [-5.07133, -3.11351, -11.20499], [-5.50441, -4.23655, -10.22614], [-4.56797, -5.41243, -10.12779], [-6.69921, -4.84896, -10.65776], [-3.11042, -0.83417, -9.91475], [-4.59982, -1.05885, -9.07023], [-4.66504, -0.46611, -10.70583], [-5.88611, -2.45073, -11.49647], [-4.71384, -3.60362, -12.11057], [-5.65184, -3.75365, -9.26012], [-3.64082, -5.09967, -9.64752], [-4.14393, -5.94948, -10.97624], [-4.96707, -6.23448, -9.53361], [-7.40949, -4.13809, -10.75910], [-7.13261, -5.46663, -9.98638], [1.50362, -0.06531, 0.86764], [1.26493, 0.61323, -0.35973], [0.18510, 1.56628, -0.20099], [-1.15170, 1.05960, 0.24699], [-1.90685, 0.19371, -0.79497], [-1.94151, 2.16326, 0.71395], [0.88529, -0.95572, 0.98139], [1.36949, 0.59124, 1.72732], [2.50931, -0.48478, 0.84039], [0.48143, 2.40635, 0.42717], [0.09978, 1.94511, -1.21947], [-0.86792, 0.41496, 1.07885], [-2.74998, -0.31473, -0.32729], [-1.19282, -0.55940, -1.12827], [-2.19375, 0.81280, -1.64497], [-1.79032, 2.67243, 1.57301], [-2.94696, 2.17738, 0.61921], [-0.00817, 1.48237, 7.34150], [0.56161, 2.73834, 6.94748], [0.12422, 3.85133, 7.71456], [-0.97590, 4.83714, 7.08823], [-0.29836, 5.72322, 5.98029], [-1.35268, 5.79970, 8.11345], [0.35179, 1.20121, 8.33118], [0.21860, 0.57988, 6.77389], [-1.09685, 1.52554, 7.37338], [-0.11018, 3.64599, 8.75906], [0.96891, 4.50960, 7.91774], [-1.80164, 4.28978, 6.63364], [-1.00212, 5.99546, 5.19371], [0.40350, 5.18894, 5.33995], [0.27651, 6.57362, 6.34695], [-1.50839, 6.67397, 7.63232], [-0.40274, 5.89242, 8.44379], [1.97317, -7.16296, -1.17470], [2.94017, -7.66229, -0.28269], [3.93765, -8.44956, -0.89559], [4.88834, -8.81531, 0.28919], [5.75464, -7.73080, 0.88985], [5.79129, -9.87864, -0.08622], [1.17556, -7.88127, -1.36428], [2.47336, -6.75469, -2.05290], [1.33708, -6.41496, -0.70144], [3.51347, -9.34673, -1.34641], [4.61724, -8.06046, -1.65379], [4.27969, -9.18870, 1.11272], [6.27548, -8.10171, 1.77261], [5.21553, -6.82552, 1.16898], [6.54154, -7.44481, 0.19194], [5.34924, -10.72762, -0.40860], [6.28678, -9.48277, -0.87226], [-11.90724, 7.84480, 2.06859], [-10.47541, 7.82582, 2.26392], [-9.66474, 7.16728, 1.28998], [-9.87842, 5.60301, 1.19074], [-9.67630, 4.75511, 2.46079], [-9.04691, 4.94791, 0.17769], [-12.49608, 8.70245, 2.39390], [-12.36360, 7.08778, 2.70638], [-12.11945, 7.75378, 1.00333], [-9.87427, 7.53628, 0.28599], [-8.62524, 7.40635, 1.51445], [-10.89131, 5.56405, 0.78994], [-8.67052, 4.72469, 2.87981], [-9.98334, 3.71515, 2.34998], [-10.37999, 5.12035, 3.20881], [-8.21189, 5.49718, 0.03230], [-9.57476, 4.94244, -0.68338], [8.40313, -0.33860, -2.73473], [7.45563, -0.73797, -3.86021], [6.60938, -2.04691, -3.65766], [6.58882, 0.35921, -4.23555], [7.85280, -0.06296, -1.83514], [9.06426, 0.46603, -3.05655], [8.97840, -1.13569, -2.26375], [8.05538, -0.96139, -4.74253], [6.70842, -2.84349, -4.39505], [5.53638, -1.86806, -3.72686], [6.73922, -2.42479, -2.64353], [5.92809, 0.25310, -3.54723], [10.35698, 1.36404, 6.91590], [9.50062, 1.22608, 5.64681], [8.40148, 2.27985, 5.67793], [10.24254, 1.52847, 4.45985], [10.70294, 2.37746, 7.11929], [11.24239, 0.75422, 6.73620], [9.88911, 1.00997, 7.83451], [9.07838, 0.22897, 5.52199], [7.48362, 1.92601, 5.20841], [8.76215, 3.25981, 5.36535], [8.07927, 2.31639, 6.71858], [9.81336, 2.28359, 4.05095]], "atomic_forces_ev_per_a": [[0.43, 0.95, -0.33], [0.36, -0.96, 0.09], [0.24, -0.81, 0.38], [0.49, -0.10, -0.29], [2.41, -0.17, 1.16], [-2.76, 0.35, -1.22], [-0.08, 0.36, -0.05], [-0.39, -0.89, 0.22], [-0.03, 0.23, -0.17], [-0.33, 0.07, 0.21], [0.03, 0.08, -0.15], [0.47, 0.04, 0.45], [0.08, 0.06, 0.48], [-0.80, 0.64, -0.95], [-0.32, 0.28, 0.33], [-0.34, 0.22, -0.39], [0.52, -0.34, 0.24], [0.45, -0.56, -0.49], [-1.06, 0.18, 1.21], [1.02, 0.37, -2.12], [-0.34, -1.22, 0.90], [1.05, 0.58, 0.76], [-1.29, 1.56, -0.13], [-0.48, 0.08, 0.05], [0.13, 0.04, 0.10], [0.23, 0.42, 0.02], [0.23, -0.07, 0.30], [-0.15, 0.38, -0.03], [-0.49, -0.49, 0.31], [-0.11, 0.16, -0.17], [-0.11, -0.08, -0.18], [-0.21, -0.08, 0.01], [0.95, -0.56, 0.02], [0.17, -0.72, -0.55], [-0.43, 0.19, 1.01], [-0.40, -0.27, -0.12], [-0.59, 1.06, 0.00], [1.84, -0.14, -1.59], [0.13, -1.64, -1.29], [0.11, -0.94, 0.57], [-0.07, 0.28, 0.38], [0.57, 0.76, -0.96], [-0.14, 0.20, 0.06], [-0.78, -0.88, -0.01], [0.62, 0.05, -0.70], [-0.12, -0.06, 0.28], [-0.45, 0.67, 0.44], [0.36, -0.55, 0.29], [-0.35, 0.06, 0.30], [-0.35, 0.21, 0.09], [0.06, 0.99, 1.24], [-0.60, 0.15, 0.33], [0.10, 0.59, -0.64], [0.87, -0.53, 2.21], [-0.91, -0.98, 0.34], [0.10, 0.71, -0.27], [0.69, -0.02, -0.34], [0.43, -0.75, -0.78], [-0.43, -0.05, -0.26], [0.73, 0.60, 0.34], [-0.19, -0.31, 0.17], [-0.44, 1.18, -0.41], [-0.37, -0.06, -0.09], [-0.18, -0.16, -0.02], [-0.17, -0.08, -0.08], [0.07, 0.13, -0.21], [-0.31, 0.03, 0.00], [0.61, -0.44, -0.29], [0.51, -0.77, -0.22], [-0.38, 0.58, 0.24], [-0.58, -1.16, 0.28], [0.45, -0.13, 0.40], [-1.45, 0.70, 0.57], [-0.14, 0.65, -0.48], [1.17, 0.92, 0.15], [0.05, -0.72, -0.53], [-0.24, -0.46, -0.01], [-0.10, 0.25, -0.21], [-0.02, 0.07, 0.27], [-0.34, -0.55, 0.57], [0.08, 0.43, -0.27], [0.10, 0.02, -0.65], [0.25, 0.24, 0.49], [0.31, -0.06, -0.24], [0.35, -0.01, -0.36], [-0.50, -0.28, 0.77], [-0.04, -1.12, -1.22], [-0.33, 0.60, 0.78], [0.60, -0.90, 0.69], [-0.43, 0.74, -0.14], [-0.12, -0.02, 0.15], [0.37, -0.45, -0.86], [0.13, 0.38, -0.11], [0.78, 0.11, 0.05], [-0.12, 0.58, 0.04], [0.24, -0.34, -0.06], [-0.58, 0.70, -0.08], [0.69, -0.73, -0.67], [-0.29, 1.80, -0.16], [-1.08, -1.20, 1.51], [0.71, -0.57, 0.05], [-0.17, 0.16, -0.36], [0.20, -0.02, 0.27], [-0.32, -0.16, -0.22], [0.10, -0.11, 0.28], [0.19, 0.40, -0.77], [-0.19, -0.05, -0.03], [-0.03, 0.59, 0.19], [0.18, -0.11, -0.10]], "lowdin_charge": [-0.1287, -0.1838, -0.1754, -0.4595, -0.0792, 0.0122, 0.0901, 0.0806, 0.0835, 0.1207, 0.1277, 0.1355, 0.0738, 0.0816, 0.0733, 0.0701, 0.0776, -0.1264, -0.1773, -0.2079, -0.4689, -0.0345, 0.0311, 0.0794, 0.0904, 0.0842, 0.1196, 0.1261, 0.1108, 0.0747, 0.0761, 0.0795, 0.0735, 0.0698, -0.1016, -0.1724, -0.2019, -0.3906, -0.0815, 0.0178, 0.0806, 0.0814, 0.0844, 0.1176, 0.1142, 0.1270, 0.0690, 0.0662, 0.0764, 0.0620, 0.0514, -0.1132, -0.1799, -0.2018, -0.4556, -0.0682, 0.0229, 0.0828, 0.0910, 0.0822, 0.1189, 0.1214, 0.1351, 0.0789, 0.0770, 0.0735, 0.0706, 0.0644, -0.0915, -0.1922, -0.1863, -0.4195, -0.0657, 0.0233, 0.0771, 0.0803, 0.0840, 0.1115, 0.1206, 0.1219, 0.0762, 0.0698, 0.0622, 0.0637, 0.0648, -0.0664, -0.4580, -0.0454, -0.0579, 0.0749, 0.0795, 0.0745, 0.1228, 0.0700, 0.0661, 0.0680, 0.0720, -0.0631, -0.4710, -0.0745, -0.0622, 0.0803, 0.0736, 0.0761, 0.1328, 0.0798, 0.0887, 0.0741, 0.0653]}

=====

{"formula": "C43H36BF6NO13PS", "method": "ωB97M-V/def2-TZVPD", "orbital_gap_ev": 6.769, "molar_mass_g_mol": 962.60, "homo_ev": -11.39, "total_charge": 1, "species": ["C", "C", "C", "C", "B", "O", "O", "C", "N", "C", "O", "C", "F", "F", "C", "F", "F", "C", "F", "F", "C", "O", "O", "C", "P", "O", "C", "C", "C", "C", "S", "O", "O", "O", "H", "H", "H", "H", "H", "H", "H", "H", "H", "H", "H", "H", "H", "H", "H", "H", "H", "H", "H", "H", "C", "C", "C", "C", "C", "C", "C", "O", "C", "C", "C", "C", "C", "C", "C", "O", "H", "H", "H", "H", "H", "H", "H", "H", "C", "C", "C", "C", "C", "C", "C", "O", "C", "C", "C", "C", "C", "C", "C", "O", "H", "H", "H", "H", "H", "H", "H", "H"], "coordinates": [[-1.13756, -4.49205, -0.13847], [-0.61690, -3.62166, -0.77791], [-0.00614, -2.40193, -1.32571], [-0.94678, -1.18115, -1.11564], [-2.37022, -1.68520, -1.66724], [-3.42185, -1.74583, -0.80794], [-2.57381, -2.02421, -2.98118], [-1.09565, -0.84614, 0.37672], [-0.02612, 0.21626, 0.71596], [1.26818, -0.28676, 1.22912], [2.08953, -0.61215, 0.44712], [1.55836, -0.40017, 2.76895], [2.76825, 0.16722, 2.91083], [1.66517, -1.67197, 3.15035], [0.57911, 0.37556, 3.68661], [0.31827, 1.58056, 3.10189], [1.21807, 0.61527, 4.83472], [-0.75942, -0.35676, 4.03625], [-0.96736, -1.37308, 3.18418], [-0.66476, -0.86468, 5.27634], [-1.99234, 0.58657, 4.00151], [-2.90448, 0.34650, 3.26765], [-1.90950, 1.61107, 4.84658], [0.04867, 1.02739, -0.58703], [1.42497, 2.24267, -0.87266], [1.50676, 2.49343, -2.32545], [-0.35595, 0.13411, -1.75333], [-1.08767, 0.82632, -2.89928], [-2.33694, 1.64924, -2.50938], [-3.55550, 1.36996, -3.42143], [-5.09143, 1.61772, -2.54040], [-6.13983, 1.86633, -3.46763], [-5.29427, 0.56539, -1.58774], [-4.77199, 2.96489, -1.73472], [-1.57166, -5.24025, 0.48288], [0.19052, -2.57029, -2.38861], [0.96654, -2.27638, -0.84460], [-4.01774, -2.45430, -1.08668], [-1.74848, -2.14887, -3.46260], [-1.03715, -1.77201, 0.94063], [-2.02505, -0.29073, 0.48637], [-0.53295, 0.83949, 1.34316], [-2.46121, 2.32702, 4.48717], [-0.80439, 1.71350, -0.46272], [1.10305, 3.41912, -0.16706], [2.63498, 1.71798, -0.37652], [0.55551, -0.24664, -2.23463], [-0.37469, 1.52264, -3.34068], [-1.34908, 0.11811, -3.68162], [-2.14364, 2.71841, -2.58592], [-2.67442, 1.47056, -1.48199], [-3.55806, 0.35021, -3.80343], [-3.60732, 2.05681, -4.26558], [-4.91577, 2.76958, -0.79575], [-3.60956, 8.47352, -1.70969], [-3.09756, 9.62413, -1.11977], [-2.26720, 9.53159, -0.01451], [-1.95304, 8.28677, 0.51318], [-2.48518, 7.12973, -0.06797], [-3.30519, 7.22856, -1.18567], [-2.19821, 5.79250, 0.50467], [-2.64318, 4.77309, 0.00811], [-1.34211, 5.72051, 1.72259], [-1.10898, 4.48492, 2.30560], [-0.30316, 4.37940, 3.42384], [0.28463, 5.51576, 3.97375], [0.04621, 6.75622, 3.40239], [-0.77287, 6.86234, 2.28022], [-1.04369, 8.20835, 1.69103], [-0.53765, 9.20016, 2.16529], [-4.25107, 8.55011, -2.57730], [-3.34618, 10.59569, -1.52517], [-1.86279, 10.42357, 0.44358], [-3.70517, 6.33148, -1.63797], [-1.56977, 3.60278, 1.87304], [-0.14595, 3.42043, 3.86770], [0.92221, 5.43307, 4.84386], [0.49178, 7.64800, 3.82150], [4.42883, -10.27057, -2.79987], [3.54401, -9.51981, -3.56647], [3.21873, -8.22832, -3.18775], [3.76960, -7.68475, -2.03385], [4.64301, -8.44736, -1.25213], [4.97673, -9.73673, -1.64537], [5.21391, -7.90569, 0.01301], [5.97482, -8.56085, 0.69062], [4.81511, -6.52944, 0.42986], [5.29081, -6.01702, 1.63311], [4.93842, -4.73753, 2.03058], [4.11615, -3.96461, 1.21652], [3.64403, -4.47141, 0.02104], [3.97842, -5.75721, -0.37500], [3.42359, -6.29083, -1.65089], [2.70508, -5.60182, -2.34842], [4.68754, -11.27643, -3.10273], [3.10972, -9.94392, -4.46200], [2.53580, -7.63846, -3.78324], [5.66145, -10.31800, -1.04342], [5.93175, -6.62671, 2.25496], [5.30236, -4.34352, 2.97027], [3.83716, -2.95994, 1.51012], [3.00877, -3.85844, -0.60472]], "atomic_forces_ev_per_a": [[0.04, 0.09, 0.07], [0.09, 0.26, 0.46], [-0.02, -0.43, -0.14], [-0.16, 0.65, 0.27], [-0.48, 0.43, -0.20], [0.57, -0.53, 0.09], [0.47, -0.21, 0.36], [-0.31, -0.59, -1.58], [-0.72, 0.31, -0.39], [0.03, -0.58, -0.07], [0.05, -0.02, 0.04], [0.11, 0.52, -0.16], [-0.10, 0.14, -0.08], [-0.27, -0.05, -0.21], [0.30, -0.44, 1.09], [0.04, -0.34, -0.44], [-0.04, 0.11, -0.24], [-0.35, 0.20, 0.92], [0.09, 0.13, -0.19], [0.14, -0.01, -0.18], [-0.50, -0.23, -0.23], [0.28, 0.28, -0.27], [0.61, -0.06, -0.42], [-0.93, 0.94, 0.42], [0.63, 0.06, -1.52], [-0.17, -0.03, 0.03], [1.44, -1.89, -0.75], [-0.40, 1.11, 0.29], [-0.56, -0.23, -0.35], [0.20, 0.49, 0.32], [-0.69, -0.57, -0.30], [0.23, 0.36, -0.30], [0.54, 0.16, 0.38], [-0.04, -0.31, -0.12], [-0.03, -0.13, -0.19], [0.08, 0.23, -0.01], [0.02, 0.12, -0.15], [-0.45, 0.43, -0.01], [-0.16, 0.00, -0.21], [0.02, 0.39, 0.58], [-0.12, -0.32, 0.55], [0.60, -0.12, 0.55], [-0.32, -0.07, 0.41], [0.07, 0.02, 0.11], [-0.04, -0.40, 0.55], [-0.29, 0.06, 0.54], [0.15, 0.33, 0.10], [0.06, -0.15, -0.07], [0.11, -0.24, 0.14], [0.17, -0.01, 0.24], [0.22, -0.17, 0.04], [-0.28, -0.07, 0.13], [0.10, -0.04, -0.04], [0.04, 0.16, 0.02], [0.02, 0.04, 0.02], [-0.01, -0.06, -0.01], [-0.03, 0.09, -0.07], [-0.01, -0.13, 0.02], [0.05, 0.01, 0.08], [-0.07, 0.04, -0.08], [-0.11, -0.05, -0.16], [0.06, -0.08, 0.01], [-0.02, 0.12, -0.05], [0.11, -0.29, 0.11], [-0.07, 0.43, -0.02], [-0.09, 0.11, -0.14], [0.05, -0.11, 0.06], [0.02, -0.06, 0.04], [0.04, 0.25, 0.02], [-0.01, -0.06, 0.01], [0.00, 0.00, 0.00], [0.01, 0.00, 0.00], [0.06, -0.05, 0.05], [0.02, -0.06, 0.06], [-0.08, 0.07, -0.07], [0.10, -0.08, 0.31], [-0.02, 0.00, 0.01], [-0.06, 0.06, -0.07], [-0.03, 0.04, -0.01], [0.03, -0.01, 0.03], [-0.02, -0.09, -0.09], [0.05, -0.02, 0.08], [-0.06, 0.10, -0.02], [0.00, -0.12, -0.06], [0.14, -0.14, 0.08], [-0.02, 0.02, -0.01], [-0.04, 0.05, -0.01], [0.00, 0.09, 0.08], [-0.05, -0.04, -0.08], [0.03, 0.01, 0.07], [-0.11, 0.29, 0.11], [0.06, -0.10, 0.00], [-0.13, 0.08, -0.16], [0.00, 0.00, 0.05], [0.00, 0.00, 0.00], [0.01, 0.00, 0.00], [0.02, 0.08, 0.05], [0.00, 0.07, 0.07], [0.01, -0.07, -0.08], [0.01, 0.00, -0.01], [0.07, 0.00, 0.06], [-0.01, -0.15, -0.13]], "lowdin_charge": [0.1697, -0.1137, -0.1208, -0.2301, -0.6882, 0.1979, 0.2003, 0.0088, 0.0578, -0.2141, 0.2193, -0.3630, 0.1758, 0.1935, -0.3289, 0.1027, 0.1936, -0.3508, 0.1495, 0.1812, -0.4235, 0.1893, 0.1684, -0.2562, 0.7824, -0.3842, -0.2140, -0.1237, -0.1831, -0.1968, 0.5902, -0.2523, -0.2752, -0.1570, 0.0504, 0.1391, 0.1091, 0.1397, 0.1126, 0.1385, 0.1464, 0.1536, 0.1525, 0.1269, 0.0318, 0.0329, 0.1511, 0.1082, 0.1179, 0.1208, 0.1005, 0.1051, 0.1157, 0.0982, -0.0430, -0.0393, 0.0086, -0.0793, -0.0862, 0.0049, -0.2742, 0.0767, -0.0856, -0.0308, -0.0753, -0.0336, 0.0180, -0.0686, -0.2725, 0.1265, 0.1134, 0.1142, 0.1255, 0.1197, 0.1021, 0.0680, 0.1153, 0.1274, -0.0476, -0.0508, -0.0012, -0.0856, -0.0810, 0.0039, -0.2748, 0.1176, -0.0746, 0.0072, -0.0502, -0.0646, -0.0115, -0.0807, -0.2760, 0.0919, 0.1113, 0.1101, 0.1197, 0.1234, 0.1239, 0.1092, 0.0892, 0.1036]}

=====

Number 1: DFT total energy -1833.3895 Ha. Number 2: DFT total energy -4056.4729 Ha.